No. 1
ORCA calculation (the ωB97M-V functional and the def2-TZVPD basis) on a 4-piece molecular cluster, C23H32F24O6P overall.

The geometry in XYZ format:
```
86
Properties=species:S:1:pos:R:3
C 0.3101 -2.1351 2.4204
C 1.1214 -1.1567 1.5692
C 1.0302 -1.5264 0.0859
C 0.8332 0.3347 1.8261
C 1.0290 0.6990 3.3024
C -0.5429 0.8578 1.3284
O -1.4627 -0.1405 0.9536
C -2.5819 -0.2634 1.8287
C -3.6356 0.8343 1.5912
O -4.8662 0.3091 1.9910
P -4.8508 -1.4422 2.3425
O -3.2008 -1.4475 1.5564
H 0.7320 -3.1384 2.3110
H -0.7322 -2.1804 2.1117
H 0.3633 -1.8896 3.4830
H 2.1720 -1.2871 1.8634
H -0.0049 -1.7036 -0.1997
H 1.4298 -0.7273 -0.5446
H 1.5972 -2.4388 -0.1072
H 1.5908 0.8862 1.2568
H 1.2303 1.7654 3.3895
H 0.1372 0.4633 3.8852
H 1.8762 0.1630 3.7383
H -0.9816 1.4825 2.1158
H -0.3946 1.5159 0.4651
H -2.2194 -0.2174 2.8737
H -3.4010 1.7309 2.1860
H -3.6449 1.1045 0.5232
H -6.1647 -1.3476 2.9297
H -4.2111 -1.1266 3.6027
H -4.7725 -2.8549 2.6318
H -5.4059 -1.7135 1.0560
C 4.8075 -3.5245 -2.3733
C 4.6907 -3.2402 -0.8697
C 5.9873 -3.2168 -0.0506
F 6.5852 -4.4284 -0.0678
F 5.6938 -2.9097 1.2297
F 3.8066 -4.0770 -0.2998
F 4.2076 -1.9663 -0.7820
O 4.5368 -4.8541 -2.7785
C 5.5045 -5.8018 -2.8877
C 5.1995 -7.0248 -2.0072
F 5.1520 -6.6674 -0.7118
F 6.1936 -7.9306 -2.1644
F 6.7383 -5.3207 -2.6406
F 5.5057 -6.2533 -4.1701
H 4.0124 -2.9330 -2.8237
H 5.7593 -3.1644 -2.7636
H 6.6781 -2.4678 -0.4467
H 4.2484 -7.4696 -2.3042
C -0.7891 6.1644 2.0847
C -0.4800 6.7949 0.7210
C -0.3890 5.8619 -0.4943
F 0.6427 5.0074 -0.3566
F -0.1688 6.6149 -1.5972
F 0.6278 7.5600 0.7909
F -1.5419 7.6176 0.4503
O 0.3227 5.9267 2.9280
C 0.9788 4.7290 2.9170
C 2.4827 4.8930 2.6325
F 2.6754 5.4825 1.4361
F 3.0282 3.6581 2.5932
F 0.4250 3.8522 2.0652
F 0.8942 4.1965 4.1620
H -1.3783 6.9162 2.6069
H -1.4096 5.2763 1.9656
H -1.3173 5.3006 -0.6261
H 2.9548 5.4913 3.4134
C -4.3790 1.1132 -3.2741
C -3.0519 1.3070 -4.0201
C -2.7988 0.4370 -5.2582
F -2.7110 -0.8644 -4.9349
F -1.6225 0.8102 -5.8227
F -2.0049 1.2305 -3.1842
F -3.0984 2.5900 -4.5211
O -4.3453 0.3184 -2.1207
C -4.5930 -1.0339 -2.1533
C -3.4150 -1.8396 -1.5883
F -2.3081 -1.5809 -2.3338
F -3.7106 -3.1587 -1.7389
F -4.9124 -1.4441 -3.4089
F -5.6633 -1.2705 -1.3725
H -4.6321 2.1122 -2.9193
H -5.1572 0.8018 -3.9729
H -3.5965 0.5786 -5.9924
H -3.2445 -1.6096 -0.5315
```

As for the largest force on an atom: 0.52 eV/A. The total charge is -1. The value obtained for the orbital gap is 6.41 eV. The calculated total energy comes out at -111163.4603 eV. For the highest occupied orbital energy, the calculation gives -4.3 eV.

These are the Mulliken partial charges, in e, on atoms 1 to 8: -1.57 0.53 -1.32 0.60 -1.64 -0.96 0.34 -0.50

***

No. 2
ORCA calculation (the ωB97M-V functional and the def2-TZVPD basis) on C26H39BF5N4PdS3Sb as an isolated structure.

The geometry in XYZ format:
```
80
Properties=species:S:1:pos:R:3
Pd -0.1104 0.7296 -0.1989
F 4.6152 -1.5043 4.6545
C 3.7696 -0.7679 3.9344
C 2.8860 -1.3668 3.0541
F 2.8633 -2.6994 2.9288
C 2.0132 -0.5887 2.3145
F 1.1530 -1.2429 1.5142
C 1.9689 0.7924 2.4054
S 0.8601 1.8381 1.5313
C 2.8657 1.3655 3.3095
F 2.8972 2.6919 3.4756
C 3.7519 0.6149 4.0608
F 4.5924 1.2152 4.9031
C -0.2130 -3.4519 0.1392
N -1.1394 -2.6040 0.8647
C -1.5221 -2.8108 2.1605
C -2.3609 -1.7936 2.4781
N -2.4968 -0.9785 1.3881
B -3.6106 0.1583 1.3315
N -3.0569 1.4540 2.0035
C -3.2120 1.7935 3.3287
C -2.6083 2.9864 3.5344
N -2.0789 3.3725 2.3202
C -1.2960 4.5733 2.1064
C -2.3566 2.4290 1.4031
S -1.9069 2.4326 -0.2545
C -1.7315 -1.4815 0.4018
S -1.4716 -0.8497 -1.1999
H 0.5659 -3.7821 0.8229
H 0.2250 -2.8717 -0.6677
H -0.7348 -4.3117 -0.2801
H -1.1558 -3.6401 2.7365
H -2.8892 -1.5929 3.3912
H -3.8912 0.3566 0.1902
H -4.5231 -0.2355 2.0166
H -3.7488 1.1584 4.0078
H -2.4872 3.5839 4.4184
H -0.4390 4.5669 2.7778
H -1.9093 5.4568 2.2834
H -0.9488 4.5694 1.0753
C 2.7461 3.3893 -1.0671
C 3.3751 2.0935 -1.5845
C 4.2365 2.4197 -2.8013
C 4.2335 1.4805 -0.4808
Sb 1.7680 0.6776 -2.0094
C 0.8711 1.3091 -3.8956
C -0.3745 0.4615 -4.1517
C 1.8078 1.2009 -5.0923
C 0.4253 2.7593 -3.7072
C 2.7223 -1.2501 -2.3657
C 3.9799 -1.1799 -3.2282
C 3.0785 -1.8331 -0.9962
C 1.6942 -2.1628 -3.0330
H 3.5489 4.0441 -0.7111
H 2.0702 3.2185 -0.2312
H 2.2072 3.9268 -1.8442
H 5.0839 3.0327 -2.4763
H 3.6853 3.0054 -3.5370
H 4.6426 1.5424 -3.3012
H 4.9245 2.2446 -0.1110
H 4.8334 0.6456 -0.8438
H 3.6374 1.1433 0.3712
H -0.1398 -0.5657 -4.4274
H -0.9287 0.9068 -4.9834
H -1.0458 0.4422 -3.2948
H 2.1769 0.1864 -5.2405
H 2.6632 1.8713 -5.0251
H 1.2494 1.4732 -5.9939
H -0.2518 2.8875 -2.8562
H -0.1076 3.0796 -4.6072
H 1.2690 3.4360 -3.5734
H 4.7389 -0.5290 -2.7968
H 3.7797 -0.8442 -4.2441
H 4.4212 -2.1806 -3.2969
H 3.7364 -1.1972 -0.4062
H 3.5923 -2.7883 -1.1498
H 2.1848 -2.0258 -0.4003
H 1.5797 -1.9371 -4.0941
H 0.7103 -2.1047 -2.5638
H 2.0397 -3.2005 -2.9591
```

As for the largest force on an atom: 0.76 eV/A. The value obtained for the orbital gap (spin up / spin down) is 6.14 / 6.14 eV. The relative energy (zero: lowest compared OMol25 entry of this formula, charge and spin) is 0.393 eV. The calculated total energy comes out at -90344.3460 eV. For the highest occupied orbital energy (spin up / spin down), the calculation gives -7.1 / -7.1 eV.

These are the Mulliken partial charges, in e, on atoms 1 to 8: 0.10 -0.31 0.54 -0.06 -0.34 -0.52 0.24 0.41

***

No. 3
ORCA calculation (the ωB97M-V functional and the def2-TZVPD basis) on one molecule with the formula C2H2N4O2 in a non-equilibrium geometry.

The geometry in XYZ format:
```
10
Properties=species:S:1:pos:R:3
O 1.5499 -1.0966 -1.6461
N 1.2263 0.0216 -1.3565
O 1.4663 1.0385 -1.8541
N 0.2825 0.0763 -0.1742
C -0.4178 -0.9936 0.3065
N -1.1428 -0.5705 1.3207
C -1.0309 0.7551 1.2923
N -0.1542 1.2078 0.4468
H -0.2605 -1.9738 -0.1686
H -1.5190 1.5353 1.8333
```

As for the largest force on an atom: 2.86 eV/A. The value obtained for the orbital gap is 10.30 eV. The relative energy (zero: lowest compared OMol25 entry of this formula, charge and spin) is 5.627 eV. The calculated total energy comes out at -12157.1201 eV. The SMILES is O=[N+]([O-])n1cncn1. For the highest occupied orbital energy, the calculation gives -10.9 eV.

These are the Mulliken partial charges, in e, on atoms 1 to 8: -0.55 1.07 -0.50 0.41 0.09 -0.58 0.00 -0.71

***

Which formula does entry 3 have? C2H2N4O2

***

largest force on an atom of number 1 (C23H32F24O6P)? 0.52 eV/A